No. 1
{
  "formula": "C18H38N2O6PZn",
  "method": "ωB97M-V/def2-TZVPD",
  "e_homo_ev": -3.02,
  "gap_ev": 5.3,
  "charge": -1,
  "symbols": ["Zn", "P", "O", "O", "O", "O", "C", "C", "C", "C", "C", "C", "N", "O", "C", "C", "C", "H", "H", "H", "H", "H", "H", "H", "H", "H", "H", "H", "H", "H", "H", "H", "H", "H", "H", "H", "C", "C", "C", "C", "C", "C", "N", "O", "C", "C", "C", "H", "H", "H", "H", "H", "H", "H", "H", "H", "H", "H", "H", "H", "H", "H", "H", "H", "H", "H"],
  "positions_angstrom": [[1.14708, 0.03806, -0.75098], [3.33809, -0.23807, -0.20277], [2.42454, 0.72895, 0.56468], [2.26688, -1.40954, -0.40330], [4.85085, -0.40575, -0.14528], [2.82774, 0.51995, -1.46987], [-0.88524, 1.77616, 3.08792], [-0.33359, 0.41416, 3.62871], [-1.31446, 0.01497, 4.81564], [-1.28336, -1.43243, 5.23171], [-1.26246, -2.36710, 3.99514], [-0.33839, -2.06190, 2.88897], [-0.49854, -0.63579, 2.54099], [0.16177, -0.30788, 1.39928], [1.13162, -2.47250, 3.17688], [-0.80779, -2.98025, 1.71803], [1.14845, 0.64188, 4.00830], [-0.94035, 2.50772, 3.89406], [-1.89735, 1.65159, 2.70292], [-0.35827, 2.20206, 2.23408], [-1.07966, 0.60129, 5.70401], [-2.33165, 0.25906, 4.50932], [-2.15923, -1.65758, 5.84021], [-0.37879, -1.71115, 5.77224], [-2.23867, -2.34414, 3.51080], [-1.19854, -3.41189, 4.29916], [1.32891, -2.33074, 4.23946], [1.22886, -3.55789, 3.15281], [1.96848, -2.01031, 2.65327], [-1.80306, -2.63400, 1.43940], [-0.17816, -2.65025, 0.89175], [-0.83934, -4.06106, 1.85568], [1.73978, 0.66684, 3.09298], [1.56889, -0.09997, 4.68726], [1.25050, 1.60071, 4.51653], [1.05668, -0.14328, 1.70528], [-1.31478, -0.77846, -4.15992], [0.03379, -0.31068, -3.65415], [0.83838, 0.43890, -4.74144], [0.39307, 1.83156, -5.07454], [0.45110, 2.62858, -3.76590], [-0.38882, 1.99465, -2.57481], [-0.10275, 0.54314, -2.45923], [-0.78033, -0.10467, -1.50298], [-0.03578, 2.69541, -1.22774], [-1.82986, 2.32897, -2.96166], [0.87840, -1.57535, -3.23706], [-2.05982, 0.01488, -4.22007], [-1.68314, -1.51694, -3.44783], [-1.30597, -1.33251, -5.09856], [1.91017, 0.30262, -4.59717], [0.69827, -0.01242, -5.72367], [-0.59108, 1.76394, -5.53818], [0.94188, 2.22651, -5.92948], [0.10976, 3.63465, -4.00963], [1.47976, 2.88016, -3.50773], [-0.26672, 3.75866, -1.29308], [-0.63041, 2.24178, -0.43480], [0.98970, 2.52021, -0.90242], [-2.57714, 1.68914, -2.49229], [-2.12252, 3.34969, -2.71550], [-2.05923, 2.22710, -4.02237], [1.11500, -2.11881, -4.15180], [0.36380, -2.31175, -2.61980], [1.89982, -1.51073, -2.86206], [-1.66681, -0.19814, -1.85938]]
}


No. 2
{
  "formula": "C18H38N3O9Si",
  "method": "ωB97M-V/def2-TZVPD",
  "e_homo_ev": -11.93,
  "gap_ev": 9.0,
  "charge": 1,
  "symbols": ["C", "C", "O", "C", "C", "O", "C", "C", "O", "C", "C", "N", "N", "C", "Si", "C", "C", "C", "N", "H", "H", "H", "H", "H", "H", "H", "H", "H", "H", "H", "H", "H", "H", "H", "H", "H", "H", "H", "H", "H", "H", "H", "H", "H", "H", "C", "O", "C", "O", "O", "C", "H", "H", "H", "H", "H", "H", "C", "O", "C", "O", "O", "C", "H", "H", "H", "H", "H", "H"],
  "positions_angstrom": [[1.99585, -3.23231, -1.03317], [1.35085, -2.66468, 0.22660], [0.27428, -1.77962, -0.04205], [-0.85744, -2.41048, -0.59769], [-1.58459, -1.34846, -1.38844], [-2.93888, -1.68237, -1.48171], [-3.69493, -0.96946, -2.42852], [-4.68682, -0.02344, -1.76080], [-4.14004, 0.64555, -0.62078], [-4.36051, 2.02461, -0.61302], [-3.35155, 2.76162, -1.45012], [-3.52220, 3.50780, -2.51788], [-2.35251, 3.99942, -3.00937], [-1.42961, 3.55522, -2.20796], [0.46910, 3.86940, -2.28747], [1.23211, 2.79656, -0.96277], [0.88049, 5.65902, -2.05506], [1.00894, 3.22111, -3.94802], [-2.03815, 2.76602, -1.23636], [1.71928, -2.63460, -1.89568], [1.74934, -4.27682, -1.17957], [3.07517, -3.17834, -0.94629], [1.04364, -3.45676, 0.90744], [2.08075, -2.06998, 0.76422], [-1.51011, -2.77835, 0.19381], [-0.58654, -3.24945, -1.23421], [-1.45132, -0.41412, -0.84271], [-1.11706, -1.23723, -2.36918], [-3.06436, -0.43601, -3.13906], [-4.28003, -1.69931, -2.98127], [-5.57856, -0.57084, -1.47571], [-4.99676, 0.71787, -2.49862], [-5.36950, 2.27097, -0.93674], [-4.24181, 2.37810, 0.40674], [-4.41191, 3.69907, -2.94990], [0.68085, 1.86176, -0.93148], [1.15041, 3.23525, 0.02950], [2.27663, 2.60794, -1.17329], [0.43333, 6.30054, -2.80647], [1.96089, 5.73921, -2.14182], [0.61037, 6.03090, -1.07249], [0.46701, 3.74552, -4.73050], [2.07508, 3.33045, -4.09418], [0.71318, 2.17792, -4.02263], [-1.58479, 2.26325, -0.48837], [0.09694, -7.58509, 0.04190], [0.79933, -8.49894, 0.88270], [1.83027, -7.96813, 1.53680], [2.18998, -6.82114, 1.47016], [2.38980, -8.91955, 2.27190], [3.52202, -8.49313, 3.03664], [-0.70395, -8.15641, -0.41645], [-0.32149, -6.76819, 0.62762], [0.75547, -7.18987, -0.72970], [3.23695, -7.71394, 3.74003], [4.31152, -8.13134, 2.38176], [3.86339, -9.37028, 3.57622], [3.84793, 5.90616, 4.71077], [3.07347, 5.09138, 3.82020], [1.99584, 4.55100, 4.37583], [1.63263, 4.68852, 5.51040], [1.37137, 3.81819, 3.44621], [0.19024, 3.17319, 3.92200], [4.68428, 6.27424, 4.12581], [3.25517, 6.74108, 5.07689], [4.21268, 5.31552, 5.54760], [-0.54332, 3.90320, 4.25925], [0.42375, 2.48372, 4.73000], [-0.21186, 2.61732, 3.07849]]
}


No. 3
{
  "formula": "C18H38N4O12",
  "method": "ωB97M-V/def2-TZVPD",
  "e_homo_ev": -6.47,
  "gap_ev": 5.3,
  "charge": 0,
  "symbols": ["C", "N", "O", "O", "H", "H", "H", "C", "N", "O", "O", "H", "H", "H", "C", "N", "O", "O", "H", "H", "H", "C", "N", "O", "O", "H", "H", "H", "C", "O", "C", "C", "O", "C", "H", "H", "H", "H", "H", "H", "H", "H", "H", "H", "C", "O", "C", "C", "O", "C", "H", "H", "H", "H", "H", "H", "H", "H", "H", "H", "C", "C", "C", "C", "C", "C", "H", "H", "H", "H", "H", "H"],
  "positions_angstrom": [[5.29132, -21.00056, -24.47194], [5.12451, -22.49959, -24.29680], [4.85305, -23.08423, -25.30082], [5.35341, -23.00821, -23.22354], [4.33165, -20.69627, -24.88970], [6.09246, -20.68703, -25.14125], [5.26979, -20.55251, -23.47852], [1.73567, -19.13854, -28.39745], [1.29636, -20.54796, -28.40421], [0.73999, -20.92405, -27.39021], [1.54763, -21.33370, -29.34776], [2.22120, -18.80656, -27.47977], [0.86181, -18.49396, -28.49219], [2.42303, -19.09027, -29.24203], [6.14597, -18.61826, -26.20503], [7.00232, -18.86888, -25.00414], [6.40365, -19.17078, -23.99420], [8.17100, -18.68924, -25.18090], [6.05549, -17.55185, -26.41169], [5.26675, -19.22892, -25.99970], [6.67659, -19.14747, -26.99655], [3.30644, -21.47148, -26.46270], [4.04723, -20.45378, -27.22669], [5.06290, -19.94940, -26.77427], [3.62892, -20.22155, -28.33716], [2.84626, -22.18915, -27.14190], [2.61842, -20.87280, -25.86578], [3.96436, -22.05195, -25.81595], [2.11385, -19.31584, -25.84534], [3.49012, -19.15695, -25.46448], [3.69387, -18.30426, -24.32896], [3.04667, -18.72369, -23.05170], [2.87417, -17.50320, -22.26271], [2.24657, -17.74496, -21.06120], [1.61109, -20.15246, -25.36016], [2.03854, -19.64101, -26.88299], [1.50755, -18.41047, -25.81703], [3.28203, -17.32234, -24.56205], [4.74567, -18.06094, -24.17862], [3.69869, -19.49823, -22.64791], [2.06793, -19.15953, -23.25222], [2.23632, -16.90284, -20.36922], [2.74162, -18.58574, -20.57529], [1.23859, -18.07612, -21.31102], [3.87121, -19.94721, -29.67606], [3.28959, -19.72020, -30.95840], [3.96372, -18.77889, -31.80090], [3.07057, -18.64215, -33.05438], [2.96712, -19.83658, -33.78955], [4.09894, -20.45283, -34.28999], [4.29564, -19.10006, -29.13728], [4.60252, -20.75041, -29.76635], [3.15326, -20.40348, -28.99454], [4.97752, -19.07695, -32.06824], [4.04440, -17.79776, -31.33296], [3.50938, -17.89312, -33.71355], [2.14288, -18.17744, -32.72042], [4.38546, -21.10912, -33.46823], [4.86071, -19.70916, -34.52402], [3.87309, -21.08618, -35.14787], [6.73825, -19.90262, -30.09679], [6.65233, -18.72592, -30.88704], [6.00392, -17.58099, -30.39260], [5.62711, -17.60292, -29.04141], [5.79805, -18.71097, -28.25373], [6.29868, -19.89939, -28.73683], [7.11585, -20.84109, -30.47504], [6.92513, -18.81059, -31.92858], [5.73435, -16.69244, -30.94415], [5.18246, -16.70324, -28.64233], [5.51675, -18.85377, -27.22083], [6.35665, -20.76312, -28.09107]]
}